A:
14
Properties=species:S:1:pos:R:3 method="wB97M-V/def2-TZVPD" charge=+1 e_homo_ev=-14.165
C -0.18 -0.94 -1.93
C 0.20 0.07 -0.09
C -0.20 0.16 2.34
N 0.38 -0.34 -2.82
N 0.50 1.26 -0.43
N 0.05 -0.56 1.04
Cl -0.85 -2.46 -1.80
H -1.26 0.20 2.31
H 0.34 1.19 2.30
H 0.27 -0.33 3.14
H 0.42 -0.23 -3.83
H 0.21 1.46 -1.40
H 0.27 2.10 0.16
H -0.14 -1.58 1.01

---

B:
14
Properties=species:S:1:pos:R:3 method="wB97M-V/def2-TZVPD" charge=+1 e_homo_ev=-14.866
H 0.77 2.95 0.58
N 0.66 2.01 0.25
C -0.51 1.71 -0.06
C -0.85 0.35 -0.49
Cl -2.38 -0.21 0.09
C 0.24 -0.94 -0.07
N 1.46 -0.59 0.23
N -0.22 -2.13 0.15
H -1.46 2.30 -0.01
H -0.92 0.49 -1.66
H 1.79 0.30 0.03
H 2.22 -1.18 0.59
H -1.19 -2.17 -0.15
H 0.39 -2.91 0.53

---

Stability, highest: B

---

A:
17
Properties=species:S:1:pos:R:3 method="wB97M-V/def2-TZVPD" e_homo_ev=-7.707
C 1.97 -1.46 1.69
C 0.95 -1.10 1.18
C -1.03 1.56 -1.85
C 0.25 2.09 -1.74
C -0.34 0.05 -0.50
C -1.37 -1.85 0.68
C -0.27 -0.84 0.48
N -1.34 0.46 -1.24
O 1.09 1.68 0.84
S 1.13 1.14 -0.74
H 2.93 -1.82 2.18
H -1.75 1.89 -2.44
H 0.49 3.11 -2.22
H -1.37 -2.05 1.89
H -0.88 -2.78 0.24
H -2.30 -1.46 0.19
H 1.84 1.38 1.36

---

B:
17
Properties=species:S:1:pos:R:3 method="wB97M-V/def2-TZVPD" e_homo_ev=-7.411
O 1.54 2.09 0.14
C 2.60 1.24 -0.21
S 2.23 -0.68 0.26
N 1.77 -1.53 -1.07
C 0.42 -1.40 -0.69
C -0.88 -1.95 -1.03
C -1.92 -1.58 -0.23
C -1.79 -0.73 0.84
C -0.53 -0.17 1.19
C 0.48 -0.65 0.46
H 1.12 2.37 -0.67
H 3.60 1.47 0.40
H 2.82 1.21 -1.33
H -0.95 -2.49 -1.91
H -2.98 -1.64 -0.63
H -2.66 -0.51 1.34
H -0.47 0.54 1.97

---

Stability, highest: B

---

A:
9
Properties=species:S:1:pos:R:3 method="wB97M-V/def2-TZVPD" e_homo_ev="-8.688 / -8.636"
C 1.57 -0.05 0.39
C 0.86 -0.16 -0.63
C -1.83 0.08 0.03
H 2.65 0.29 0.34
H 1.45 -0.28 1.49
H 1.06 0.00 -1.61
H -1.31 0.06 0.97
H -2.03 -0.79 -0.65
H -2.42 0.86 -0.33

---

B:
9
Properties=species:S:1:pos:R:3 method="wB97M-V/def2-TZVPD" e_homo_ev=-9.576
C -0.65 -0.25 -1.21
C -0.47 0.09 0.07
C 0.83 0.21 0.80
H -1.81 -0.32 -1.56
H 0.09 -0.53 -1.99
H -1.42 -0.03 0.72
H 0.89 -0.45 1.64
H 0.85 1.16 1.29
H 1.70 0.12 0.24

---

Stability, highest: B

---

A:
8
Properties=species:S:1:pos:R:3 method="wB97M-V/def2-TZVPD" e_homo_ev=-9.351
N -1.20 -0.53 -0.02
N -1.18 0.68 -0.01
N 0.22 1.14 -0.02
N 1.04 0.05 0.18
N -0.13 -1.23 0.14
H 0.30 1.83 -0.74
H 1.05 -0.14 1.19
H -0.11 -1.78 -0.72

---

B:
8
Properties=species:S:1:pos:R:3 method="wB97M-V/def2-TZVPD" e_homo_ev="-8.421 / -8.414"
N 1.11 -0.13 -0.22
N 0.17 -0.89 0.16
N 2.22 -0.02 0.34
N -1.09 -0.69 0.00
N -1.83 0.33 0.25
H 2.86 0.49 -0.28
H -1.62 -1.56 -0.14
H -1.28 1.17 0.38

---

Stability, highest: A

---

A:
13
Properties=species:S:1:pos:R:3 method="wB97M-V/def2-TZVPD" e_homo_ev=-9.946
C 0.79 -2.06 -0.96
C 0.13 -1.16 -0.49
C -0.54 -0.07 0.18
C -0.62 1.13 -0.84
C 0.40 0.26 1.22
F 0.79 -0.91 1.93
H 1.35 -2.92 -1.25
H -1.58 -0.43 0.45
H -1.38 1.94 -0.44
H -0.87 0.76 -1.78
H 0.37 1.68 -0.79
H 1.27 0.81 0.88
H -0.12 0.96 1.91

---

B:
13
Properties=species:S:1:pos:R:3 method="wB97M-V/def2-TZVPD" e_homo_ev=-9.550
C 0.13 -2.03 1.51
C 0.21 -0.95 0.96
C 1.29 0.26 -1.02
C -1.46 0.85 -0.16
C 0.33 0.32 0.30
F -2.37 0.58 0.83
H 0.12 -3.00 1.86
H 1.06 -0.57 -1.79
H 1.43 1.20 -1.62
H 2.19 0.03 -0.58
H -1.61 1.88 -0.28
H -1.87 0.31 -0.94
H 0.57 1.12 0.94

---

Stability, highest: A

---

A:
26
Properties=species:S:1:pos:R:3 method="wB97M-V/def2-TZVPD" charge=-1 spin_multiplicity=2 e_homo_ev="0.975 / -3.256"
C -0.34 1.35 3.59
C 0.99 2.00 4.03
C -0.87 0.40 4.64
H -1.05 2.12 3.30
H -0.15 0.82 2.64
H 1.39 1.44 4.87
H -0.11 -0.28 5.04
H -1.12 0.96 5.56
H -1.69 -0.21 4.38
H 1.69 2.16 3.21
H 0.79 2.96 4.51
C 1.60 -2.33 -2.84
C -1.22 0.69 -1.59
C -0.89 -0.32 -0.72
C -0.68 0.71 -2.92
C 0.11 -1.25 -1.04
C 0.26 -0.29 -3.26
C 0.67 -1.27 -2.38
H -1.81 1.55 -1.26
H -1.32 -0.28 0.26
H -0.94 1.42 -3.70
H 0.33 -2.12 -0.42
H 0.64 -0.32 -4.28
H 2.54 -2.34 -2.25
H 1.85 -2.22 -3.90
H 1.24 -3.38 -2.78

---

B:
26
Properties=species:S:1:pos:R:3 method="wB97M-V/def2-TZVPD" charge=-1 spin_multiplicity=2 e_homo_ev="0.642 / -3.372"
C 0.16 1.99 2.14
C 0.18 -0.48 1.57
C 1.00 0.70 1.74
C 0.72 -1.46 0.80
C 2.07 -1.50 0.49
C 2.32 0.73 1.31
C 2.92 -0.46 0.97
H -0.91 -0.61 1.91
H 0.12 -2.38 0.36
H 0.80 2.83 2.06
H -0.12 1.89 3.17
H 2.45 -2.26 -0.27
H 3.04 1.56 1.59
H 3.97 -0.48 1.17
H -0.63 2.17 1.43
C -1.21 -0.07 -1.32
C -2.63 -0.73 -1.22
C -1.00 0.32 -2.75
H -1.03 0.81 -0.65
H -0.47 -0.82 -1.17
H -2.93 -1.20 -2.17
H -1.52 -0.44 -3.47
H -1.10 1.38 -3.04
H -3.44 0.01 -1.17
H -2.83 -1.44 -0.41
H 0.08 -0.06 -3.09

---

Stability, highest: A

---

A:
30
Properties=species:S:1:pos:R:3 method="wB97M-V/def2-TZVPD" e_homo_ev=-8.400
C 3.60 -2.50 1.58
C 2.51 -1.85 0.74
O 3.15 -1.01 -0.23
C 1.60 -2.81 0.00
C 0.65 -3.52 0.88
O 0.43 -3.22 2.03
H 4.27 -3.13 0.97
H 3.19 -3.11 2.39
H 4.23 -1.73 2.04
H 1.85 -1.26 1.41
H 3.57 -0.30 0.28
H 2.20 -3.52 -0.58
H 1.02 -2.25 -0.73
H 0.07 -4.35 0.41
C -3.77 2.33 -2.64
N -2.89 2.84 -1.69
N -2.30 1.69 -1.14
C -1.47 1.85 -0.15
C -1.32 3.19 0.52
C -0.55 0.72 0.28
H -4.52 1.72 -2.12
H -4.27 3.15 -3.13
H -3.28 1.69 -3.39
H -3.33 3.46 -0.99
H -0.37 3.16 1.09
H -2.14 3.44 1.22
H -1.23 3.97 -0.26
H -1.10 -0.06 0.83
H 0.19 1.13 0.96
H 0.00 0.27 -0.57

---

B:
30
Properties=species:S:1:pos:R:3 method="wB97M-V/def2-TZVPD" e_homo_ev=-8.982
O -2.02 -1.36 0.17
N -3.10 -2.13 -0.27
C -4.14 -1.42 -0.48
C -4.19 0.04 -0.42
C -4.62 0.77 0.75
O -5.47 0.61 -0.39
H -2.39 -0.66 0.74
H -5.08 -1.90 -0.74
H -3.51 0.52 -1.13
H -4.94 0.25 1.65
H -4.27 1.81 0.91
C 1.62 2.03 -0.90
C 1.73 0.63 -0.31
C 0.98 0.51 1.03
C 3.24 0.30 -0.15
C 3.53 -1.08 0.45
N 3.22 -2.19 -0.40
H 2.14 2.76 -0.25
H 0.60 2.37 -1.01
H 2.09 2.08 -1.89
H 1.27 -0.09 -0.99
H 1.43 1.13 1.82
H -0.06 0.84 0.94
H 0.95 -0.54 1.37
H 3.68 1.09 0.49
H 3.75 0.37 -1.13
H 4.60 -1.13 0.72
H 2.96 -1.20 1.38
H 3.76 -2.19 -1.27
H 2.23 -2.21 -0.69

---

Stability, highest: A

---

A:
12
Properties=species:S:1:pos:R:3 method="wB97M-V/def2-TZVPD" e_homo_ev=-9.104
C 0.70 -0.68 0.19
C 0.25 -0.31 1.60
S 0.70 -1.52 2.86
H 1.72 -0.39 -0.07
H 0.05 -0.26 -0.59
H 0.56 -1.75 0.06
H 0.68 0.62 1.94
H -0.82 -0.09 1.64
H -0.03 -2.52 2.36
O -1.95 3.85 -6.08
H -2.13 4.22 -5.20
H -2.26 2.93 -6.05

---

B:
12
Properties=species:S:1:pos:R:3 method="wB97M-V/def2-TZVPD" e_homo_ev=-8.118
C -1.39 0.79 -0.42
S -0.39 -0.24 -1.55
C 0.24 -1.56 -0.54
H -2.35 0.59 -1.03
H -1.07 1.76 -0.34
H -1.33 0.39 0.65
H 1.11 -1.09 0.12
H -0.59 -1.96 0.06
H 0.86 -2.35 -0.84
O 1.42 1.30 1.19
H 1.93 1.16 0.62
H 1.54 1.20 2.09

---

Stability, highest: A

---

A:
12
Properties=species:S:1:pos:R:3 method="wB97M-V/def2-TZVPD" e_homo_ev=-9.026
C -0.96 0.31 -0.57
C -1.16 -0.58 0.68
S -2.06 0.41 1.83
H -0.20 -0.09 -1.26
H -0.60 1.27 -0.17
H -1.89 0.50 -1.14
H -0.22 -0.98 1.10
H -1.82 -1.43 0.44
H -2.02 -0.58 2.75
O 3.96 0.24 -1.02
H 3.71 1.19 -1.13
H 3.27 -0.26 -1.52

---

B:
12
Properties=species:S:1:pos:R:3 method="wB97M-V/def2-TZVPD" e_homo_ev=-8.753
C -0.31 0.63 -1.14
C -0.72 -0.27 0.04
S -2.42 -0.87 -0.10
H -1.15 1.19 -1.54
H 0.11 0.00 -1.92
H 0.51 1.27 -0.83
H -0.12 -1.14 0.26
H -0.58 0.27 0.98
H -3.03 0.31 -0.20
O 2.33 -0.47 1.17
H 3.01 0.20 1.39
H 2.36 -1.11 1.88

---

Stability, highest: B

---

A:
31
Properties=species:S:1:pos:R:3 method="wB97M-V/def2-TZVPD" e_homo_ev=-7.858
C -0.56 -1.21 -0.50
C 0.24 -1.31 0.74
C -0.72 -0.14 -1.29
C 0.37 -0.36 1.64
C -1.36 -2.50 -0.55
C 0.74 -2.75 1.23
C -1.47 0.13 -2.51
C 1.33 -0.33 2.74
C 0.71 1.67 -2.11
C 0.41 3.27 1.05
N -0.03 1.13 -0.97
Si -0.47 1.65 0.62
H -0.69 -3.16 -1.06
H -2.22 -2.28 -1.17
H -1.64 -3.01 0.37
H 0.46 -3.47 0.47
H 0.35 -3.05 2.18
H 1.78 -2.67 1.44
H -0.91 0.01 -3.36
H -1.57 1.25 -2.53
H -2.45 -0.33 -2.66
H 0.97 -0.55 3.73
H 1.64 0.76 2.94
H 2.36 -0.79 2.43
H 0.06 2.15 -2.77
H 1.51 2.34 -1.88
H 1.13 0.75 -2.72
H 0.96 3.61 0.09
H -0.23 4.09 1.58
H 1.24 3.08 1.85
H -1.95 2.05 0.98

---

B:
31
Properties=species:S:1:pos:R:3 method="wB97M-V/def2-TZVPD" e_homo_ev="-7.243 / -6.767"
C 1.60 -1.78 -1.07
C 0.27 -1.59 -0.93
C 1.52 0.62 0.96
C 2.61 -0.70 -0.95
C -0.36 -0.37 -0.85
C 2.75 0.03 0.48
C 3.94 1.01 0.50
C -2.18 1.92 -0.09
C -2.23 -0.81 1.61
C -3.58 -0.72 -1.09
N 0.89 1.43 1.56
Si -2.02 -0.01 -0.10
H 1.93 -2.81 -1.04
H -0.48 -2.48 -0.76
H 3.55 -0.96 -1.34
H 2.26 0.13 -1.54
H 0.09 0.49 -1.19
H 2.84 -0.80 1.29
H 3.60 1.98 0.10
H 4.60 0.59 -0.34
H 4.51 1.07 1.48
H -2.97 2.31 0.62
H -1.19 2.29 0.12
H -2.49 2.40 -1.00
H -1.52 -1.57 1.79
H -2.35 -0.23 2.53
H -3.17 -1.40 1.45
H -3.96 0.05 -1.75
H -3.28 -1.51 -1.88
H -4.31 -0.99 -0.33
H 1.50 2.11 2.15

---

Stability, highest: A

---

A:
13
Properties=species:S:1:pos:R:3 method="wB97M-V/def2-TZVPD" charge=-1 spin_multiplicity=2 e_homo_ev="-0.943 / -3.156"
C 1.39 -0.03 -1.18
S 1.46 -0.02 0.70
S 1.15 2.28 0.86
H 1.76 0.91 -1.60
H 2.15 -0.72 -1.57
H 0.39 -0.37 -1.51
H 0.39 2.56 -0.23
H -1.95 1.21 1.80
H -3.28 1.47 2.30
O -2.37 1.52 2.61
H 0.39 -2.79 -0.74
H -1.10 -2.69 -0.68
O -0.41 -3.34 -0.75

---

B:
13
Properties=species:S:1:pos:R:3 method="wB97M-V/def2-TZVPD" charge=-1 spin_multiplicity=2 e_homo_ev="-0.515 / -3.464"
C -1.14 2.93 0.55
S -1.83 1.26 0.19
S -0.12 -0.05 1.01
H -0.45 2.78 1.39
H -0.66 3.30 -0.34
H -1.98 3.57 0.84
H 0.78 -0.06 0.04
H 2.95 -3.66 0.12
H 2.71 -2.94 -1.25
O 3.35 -3.17 -0.59
H 0.61 -0.48 -1.58
H 1.21 -1.62 -2.54
O 0.76 -1.43 -1.70

---

Stability, highest: A

---

A:
28
Properties=species:S:1:pos:R:3 method="wB97M-V/def2-TZVPD" e_homo_ev=-8.550
C -3.40 -0.20 0.01
C -2.50 -1.42 0.24
C -2.78 1.00 0.73
C -0.21 0.02 0.40
C 1.58 -0.07 -1.96
C 2.64 -1.31 0.72
C 2.17 1.90 0.45
O -0.31 -2.54 -0.31
O -1.47 1.14 -1.62
Si 1.62 0.14 -0.16
S -0.91 -1.28 -0.74
S -1.23 1.51 -0.19
H -3.40 -0.17 -1.09
H -4.37 -0.43 0.34
H -2.10 -1.53 1.22
H -2.84 -2.35 -0.07
H -3.35 1.93 0.67
H -2.49 0.77 1.69
H -0.44 -0.15 1.43
H 2.39 0.21 -2.54
H 1.50 -1.12 -2.35
H 0.55 0.22 -2.31
H 2.02 -1.91 1.32
H 3.15 -2.07 0.11
H 3.17 -0.78 1.58
H 2.92 2.21 -0.32
H 1.53 2.71 0.29
H 2.67 1.77 1.44

---

B:
28
Properties=species:S:1:pos:R:3 method="wB97M-V/def2-TZVPD" e_homo_ev=-8.282
C 1.12 2.36 -1.20
Si 1.67 0.93 0.02
C 2.27 -0.48 -1.07
C 3.08 1.64 1.12
C 0.00 0.57 0.95
S -1.16 -0.08 0.00
O -0.67 -0.81 -1.10
C -2.46 -1.02 0.90
C -3.84 -1.08 0.18
C -4.78 0.07 0.05
S -3.70 1.59 -0.20
O -2.34 0.86 -0.77
H 0.67 1.95 -2.06
H 0.37 3.13 -0.94
H 2.06 2.91 -1.58
H 2.44 -1.39 -0.55
H 1.37 -0.70 -1.73
H 3.18 -0.17 -1.70
H 3.65 2.26 0.53
H 2.56 2.28 1.83
H 3.65 0.92 1.60
H -0.44 1.31 1.57
H -2.43 -0.54 1.85
H -2.11 -2.03 1.07
H -3.54 -1.51 -0.87
H -4.32 -2.06 0.62
H -5.27 -0.24 -0.91
H -5.52 0.14 0.78

---

Stability, highest: A

---

A:
13
Properties=species:S:1:pos:R:3 method="wB97M-V/def2-TZVPD" charge=-1 e_homo_ev=-4.489
C -1.70 0.67 -1.32
O -2.05 -0.15 -0.21
H -1.30 -0.09 0.45
H -2.21 1.64 -1.20
H -2.20 0.18 -2.16
H -0.63 0.85 -1.38
C 1.79 -0.96 0.47
C 1.09 0.15 1.32
O -0.15 -0.01 1.48
O 1.80 1.05 1.79
H 1.32 -1.88 0.80
H 2.82 -0.66 0.50
H 1.43 -0.78 -0.54

---

B:
13
Properties=species:S:1:pos:R:3 method="wB97M-V/def2-TZVPD" charge=-1 e_homo_ev=-3.966
C 0.30 -2.64 -0.11
O 0.21 -2.02 -1.40
H -0.03 -1.13 -1.21
H -0.70 -2.66 0.30
H 0.92 -2.25 0.60
H 0.79 -3.56 -0.38
C 1.23 0.88 0.42
C -0.34 1.41 0.43
O -1.11 0.93 -0.50
O -0.69 2.24 1.24
H 1.32 -0.22 0.62
H 1.53 1.38 1.33
H 1.74 1.27 -0.45

---

C:
13
Properties=species:S:1:pos:R:3 method="wB97M-V/def2-TZVPD" charge=-1 e_homo_ev=-4.532
C -0.27 -2.15 -1.36
C 0.53 -1.24 -0.36
O 0.85 -0.12 -0.86
O 0.88 -1.71 0.71
H 0.53 -2.33 -2.08
H -1.12 -1.69 -1.86
H -0.48 -3.12 -0.90
C -0.39 2.17 1.37
O 0.62 2.10 0.37
H 0.71 1.16 0.05
H -0.02 2.98 2.05
H -1.26 2.65 0.89
H -0.59 1.30 1.97

---

Stability, highest: C

---

A:
13
Properties=species:S:1:pos:R:3 method="wB97M-V/def2-TZVPD" charge=-1 e_homo_ev=-4.390
O 3.20 -0.17 -0.84
C 2.41 -0.24 0.09
O 1.59 -1.16 0.44
H 2.30 0.64 0.79
H 0.26 -0.24 1.13
C -1.42 0.44 0.45
O -0.41 0.40 1.51
C -1.15 -0.21 -0.91
H -2.32 0.08 0.98
H -1.49 1.49 0.19
H -0.93 0.53 -1.70
H -0.13 -0.62 -0.95
H -1.91 -0.94 -1.18

---

B:
13
Properties=species:S:1:pos:R:3 method="wB97M-V/def2-TZVPD" charge=-1 e_homo_ev=-4.068
C 1.55 0.76 0.72
O 0.66 1.67 1.41
H -0.10 1.30 1.85
H 1.79 1.18 -0.25
H 1.11 -0.24 0.69
H 2.37 0.79 1.44
C -1.07 -0.15 -1.10
C -1.01 -1.58 -0.44
O 0.11 -1.96 -0.01
O -2.10 -2.19 -0.46
H -1.95 0.29 -0.64
H -1.25 -0.27 -2.17
H -0.14 0.40 -1.02

---

Stability, highest: A